Entry from OMol25: a molecular structure, C31H30Cl5N4O3PmSSe (ωB97M-V with the def2-TZVPD basis set).

The geometry in XYZ format:
```
76
Properties=species:S:1:pos:R:3
Pm 10.683 9.250 13.003
C 8.319 10.504 15.586
O 8.269 9.490 14.540
C 7.558 8.293 14.896
C 7.410 7.544 13.559
O 8.773 7.134 13.142
C 8.790 6.399 11.867
C 8.821 7.336 10.628
O 10.009 8.078 10.675
C 10.445 8.512 9.430
H 8.778 10.156 16.525
H 7.238 10.765 15.800
H 8.864 11.322 15.223
H 6.487 8.455 15.283
H 8.165 7.657 15.579
H 6.987 8.203 12.834
H 6.846 6.583 13.772
H 7.990 5.689 11.857
H 9.809 5.906 11.915
H 7.832 7.941 10.598
H 8.764 6.675 9.783
H 10.326 7.676 8.740
H 11.412 8.971 9.565
H 9.799 9.296 9.041
S 8.986 11.216 11.879
C 10.055 12.002 10.768
N 9.701 12.860 9.864
N 8.449 13.184 9.714
C 8.150 14.063 8.671
C 9.130 14.887 8.101
C 8.773 15.792 7.080
C 7.507 15.821 6.616
C 6.507 15.020 7.202
C 6.812 14.194 8.276
N 11.430 11.870 10.757
N 11.893 11.073 11.580
C 13.372 10.772 11.440
C 14.015 10.340 12.573
C 15.395 10.102 12.453
C 16.070 10.356 11.274
C 15.350 10.845 10.139
C 13.998 11.011 10.220
H 7.653 12.703 10.295
H 10.104 14.860 8.570
H 9.442 16.524 6.665
H 7.255 16.438 5.773
H 5.483 15.112 6.811
H 6.091 13.628 8.846
H 13.520 10.312 13.534
H 15.939 9.750 13.364
H 17.139 10.212 11.183
H 15.800 11.012 9.197
H 13.486 11.401 9.393
Cl 11.104 7.668 15.644
C 11.546 9.307 16.193
C 11.474 10.257 15.140
C 11.424 11.573 15.676
Cl 11.129 12.912 14.547
C 11.447 11.926 17.028
Cl 10.974 13.424 17.584
C 11.571 10.873 17.968
Cl 11.716 11.168 19.699
C 11.664 9.578 17.567
Cl 11.873 8.210 18.651
Se 12.305 7.069 11.969
C 13.966 6.797 12.793
C 15.111 6.665 11.954
C 16.359 6.421 12.488
C 16.535 6.390 13.880
C 15.429 6.543 14.725
C 14.164 6.688 14.168
H 14.902 6.772 10.883
H 17.224 6.458 11.867
H 17.513 6.411 14.272
H 15.515 6.618 15.810
H 13.365 6.704 14.837
```

Calculated values
Orbital gap (spin up / spin down)   6.69 / 6.72 eV
Spin multiplicity   5
Net charge   0
Expectation value of S²   6.007
Energy above the lowest of the compared OMol25 structures with the same formula, charge and spin   0.546 eV
HOMO energy (spin up / spin down)   -7.3 / -7.3 eV

Entry from OMol25: 4 unconnected molecules or ions with the total composition C3H15NO3 (ωB97M-V with the def2-TZVPD basis set).

The geometry in XYZ format:
```
22
Properties=species:S:1:pos:R:3
C -0.184 -1.636 0.861
C 0.295 -0.186 0.861
C -0.849 0.745 1.301
N 1.530 0.038 1.620
H -0.871 -1.736 0.064
H 0.647 -2.326 0.559
H -0.665 -1.977 1.835
H 0.560 0.159 -0.185
H -1.210 1.567 0.734
H -1.723 0.108 1.441
H -0.649 1.189 2.265
H 2.053 -0.841 1.625
H 1.539 0.289 2.586
O -0.181 0.054 -2.434
H -0.183 0.794 -3.100
H 0.798 -0.033 -2.246
O 2.171 0.695 -1.818
H 2.991 0.212 -1.634
H 1.714 0.785 -0.839
O -2.833 0.907 -0.858
H -3.077 0.670 -1.775
H -1.875 0.524 -0.864
```

Calculated values
Orbital gap   10.15 eV
Net charge   0
SMILES   CC(C)N.O.O.O
Energy above the lowest of the compared OMol25 structures with the same formula, charge and spin   1.707 eV
HOMO energy   -9.5 eV

Entry from OMol25: a gas-phase ion, C9H16N3 (charge +1) (ωB97M-V with the def2-TZVPD basis set).

The geometry in XYZ format:
```
28
Properties=species:S:1:pos:R:3
C 2.965 -1.732 0.159
C 1.876 -0.723 -0.031
C 0.599 -1.098 0.647
N -0.416 -1.649 -0.064
C -1.733 -1.256 0.302
C -2.774 -1.747 -0.685
N -1.687 0.221 0.268
N -0.476 0.831 0.799
C 0.147 1.861 0.238
C -0.584 3.184 0.305
C 1.147 1.686 -0.679
C 1.951 0.470 -0.705
H 3.490 -1.601 1.106
H 3.718 -1.402 -0.569
H 2.437 -2.655 -0.099
H 0.697 -1.167 1.782
H -0.244 -1.568 -1.042
H -1.935 -1.407 1.362
H -2.390 -2.448 -1.405
H -3.076 -0.797 -1.140
H -3.624 -2.173 -0.072
H -1.493 0.343 -0.791
H -0.678 0.895 1.829
H 0.071 4.096 0.460
H -1.315 3.188 1.135
H -1.070 3.492 -0.658
H 1.570 2.572 -1.200
H 2.823 0.584 -1.255
```

Calculated values
Orbital gap   8.73 eV
Net charge   +1
SMILES   CC1=C/N[C@H](C)N/[NH+]=C(C)/C=C\1
Energy above the lowest of the compared OMol25 structures with the same formula, charge and spin   5.357 eV
HOMO energy   -12.5 eV

Entry from OMol25: CH6N2P2 in the gas phase (ωB97M-V with the def2-TZVPD basis set).

The geometry in XYZ format:
```
11
Properties=species:S:1:pos:R:3
C 0.780 1.429 1.197
N 0.518 -1.631 -1.063
N -0.462 -0.769 -1.295
P -0.474 0.409 1.652
P -1.599 -0.487 -0.128
H 1.807 1.000 1.440
H 0.807 2.557 1.318
H 1.093 -2.013 -1.813
H -0.741 -0.313 -2.240
H 0.305 -0.799 1.644
H -2.034 0.616 -0.711
```

Calculated values
Orbital gap (spin up / spin down)   6.84 / 7.90 eV
Net charge   0
Energy above the lowest of the compared OMol25 structures with the same formula, charge and spin   3.897 eV
HOMO energy (spin up / spin down)   -7.5 / -7.6 eV

Entry from OMol25: a molecular structure, C4H3N (ωB97M-V with the def2-TZVPD basis set).

The geometry in XYZ format:
```
8
Properties=species:S:1:pos:R:3
C -1.126 -0.430 1.324
C -0.512 -0.067 0.286
C 0.221 0.496 -0.692
C 1.455 -0.090 -1.055
N 2.435 -0.607 -1.407
H -1.842 -1.200 1.673
H -0.346 0.751 1.259
H -0.284 1.145 -1.388
```

Calculated values
Orbital gap   8.89 eV
Net charge   0
Energy above the lowest of the compared OMol25 structures with the same formula, charge and spin   3.343 eV
HOMO energy   -8.8 eV

Entry from OMol25: C2H3ClS in the gas phase (ωB97M-V with the def2-TZVPD basis set).

The geometry in XYZ format:
```
7
Properties=species:S:1:pos:R:3
Cl -1.704 0.791 -1.122
C -0.218 -0.066 -0.612
C 0.237 -0.054 0.717
S 1.324 0.805 -0.458
H -0.073 -0.961 -1.070
H -0.280 0.511 1.529
H 0.715 -1.026 1.016
```

Calculated values
Orbital gap   10.18 eV
Net charge   0
SMILES   Cl[C@@H]1CS1
Energy above the lowest of the compared OMol25 structures with the same formula, charge and spin   0.283 eV
HOMO energy   -9.3 eV

Entry from OMol25: a gas-phase ion, C3H5N2 (charge +1) (ωB97M-V with the def2-TZVPD basis set).

The geometry in XYZ format:
```
10
Properties=species:S:1:pos:R:3
C 2.324 0.034 -0.010
C 1.169 0.501 0.232
N 0.152 1.148 0.128
N -1.148 0.727 -0.164
C -1.856 -0.271 0.187
H 2.740 0.439 -0.946
H 2.772 -0.580 0.757
H -1.510 1.601 -0.504
H -1.415 -1.114 0.770
H -2.859 -0.050 0.078
```

Calculated values
Orbital gap   8.83 eV
Net charge   +1
SMILES   C=C=N[NH+]=C
Energy above the lowest of the compared OMol25 structures with the same formula, charge and spin   4.688 eV
HOMO energy   -14.6 eV

Entry from OMol25: a gas-phase ion, C3H8NO2S (charge +1) (ωB97M-V with the def2-TZVPD basis set).

The geometry in XYZ format:
```
15
Properties=species:S:1:pos:R:3
C 1.342 1.686 0.048
C 0.045 1.519 0.235
N -0.706 0.555 -0.522
C -0.353 -1.100 0.123
O 0.928 -1.100 0.414
O -1.164 -1.169 1.178
S -0.778 -2.150 -1.290
H 1.909 2.361 0.663
H 1.889 1.169 -0.721
H -0.510 2.018 1.014
H -0.384 0.522 -1.494
H -1.712 0.719 -0.493
H 1.092 -0.975 1.367
H -2.059 -1.494 0.996
H 0.462 -2.559 -1.519
```

Calculated values
Orbital gap   10.83 eV
Net charge   +1
SMILES   C=C[NH2+]C(O)(O)S
Energy above the lowest of the compared OMol25 structures with the same formula, charge and spin   1.654 eV
HOMO energy   -14.3 eV